This record from the OMol25 dataset describes a single C10H13P molecule. The level of theory is wB97M-V/def2-TZVPD.

Output
Structure (SMILES): CC1=C/C=C\[C@@H]2P[C@]2(C)/C=C\1
Multiplicity: 1
Max |F|, hartree/bohr: 0.0160
Energy, eV: -19867.3422
ΔE to the lowest compared entry with this formula, charge and spin, kcal/mol: 0.0
Gap between HOMO and LUMO, eV: 9.64
HOMO level, eV: -8.646

```
24
Properties=species:S:1:pos:R:3:forces:R:3:mulliken_charge:R:1
C 0.27532 -0.21417 -2.23936 0.0347 0.0206 -0.1338 -0.658
C 1.07363 -1.13998 -1.72297 0.0887 0.0289 -0.1361 -0.653
C -0.88887 0.37631 -1.53324 -0.1754 0.1137 0.1695 -0.558
C 0.98494 -1.63048 -0.35551 -0.0923 0.0117 0.0254 -0.660
C 0.52760 1.48926 0.32517 0.1040 0.0796 -0.0766 -0.825
C 1.35078 0.55424 0.76919 0.0058 0.0757 -0.1225 -0.601
C -0.80464 1.17440 -0.25677 -0.2607 -0.0047 -0.2895 1.481
C 1.05887 -0.87971 0.74162 0.3437 -0.5901 0.4608 0.639
C -1.87320 0.93735 0.79014 0.0306 0.0214 -0.1567 -1.194
C 1.02878 -1.50342 2.11225 -0.0499 -0.0466 -0.1174 -1.491
P -1.19085 2.19019 -1.75425 0.0220 0.2209 -0.1979 -0.142
H 0.38815 0.07666 -3.27624 0.1049 -0.0517 -0.0779 0.386
H 1.81950 -1.61540 -2.34885 0.0375 0.0290 -0.1511 0.426
H -1.77997 -0.24503 -1.62162 0.0181 0.1210 0.0950 0.470
H 0.89125 -2.70608 -0.25447 -0.0177 -0.0929 0.1580 0.379
H 0.77445 2.53720 0.43359 0.1044 0.0554 0.0761 0.448
H 2.27578 0.82735 1.26234 0.0794 0.1217 0.0845 0.427
H -1.93046 1.77967 1.47761 -0.0331 0.0388 0.0529 0.352
H -1.62855 0.04160 1.35955 0.0142 -0.0982 0.1097 0.260
H -2.84867 0.79677 0.32781 -0.0682 -0.0101 -0.0114 0.435
H 0.72617 -2.54611 2.06303 -0.0023 -0.0940 0.0290 0.390
H 0.33896 -0.96411 2.75995 -0.0460 -0.0007 0.0934 0.325
H 2.01666 -1.44867 2.56959 0.0731 0.0171 0.1045 0.357
H -2.58562 2.11219 -1.62855 -0.3153 0.0336 0.0118 0.005
```
Positions in Å, forces in eV/Å.



This record from the OMol25 dataset describes a molecular structure, C10H14AlBr4ClCsF5LiN2O5. The level of theory is wB97M-V/def2-TZVPD.

Output
Multiplicity: 1
Total charge: +1
Max |F|, hartree/bohr: 0.1608
Energy, eV: -337420.2629
Gap between HOMO and LUMO, eV: 1.63
HOMO level, eV: -8.527

```
44
Properties=species:S:1:pos:R:3:forces:R:3:mulliken_charge:R:1
F 2.32401 -2.97209 1.20347 0.1135 -0.0525 0.6632 -0.275
C 3.13521 -2.26370 0.41107 -0.9044 0.5581 -0.7742 0.767
F 4.32136 -2.13613 0.97644 0.4089 -0.2357 0.1816 -0.247
F 3.22800 -2.96521 -0.71700 0.5452 -0.1675 -0.2276 -0.257
C 2.48992 -0.89067 0.12458 -0.8220 -0.4276 0.2040 -0.215
O 2.29370 -0.73312 -1.27231 0.4173 0.1164 0.0072 -0.321
C 2.24020 0.59132 -1.68759 -1.1815 -0.2850 -0.0653 -0.980
C 1.12578 1.47949 -0.98082 2.6065 -0.8713 0.0211 0.225
C -0.15967 0.77432 -0.79272 0.8451 -0.0955 -1.4672 0.612
C -0.63825 -0.13164 -1.77221 -0.3558 -0.0090 0.3814 0.778
C -1.83184 -0.73929 -1.54359 0.4118 0.1871 -0.2806 -1.114
C -2.49900 -0.43981 -0.34550 0.0960 -0.7291 -0.6111 -1.141
N -1.92054 0.40350 0.46634 -0.9302 -0.1593 0.7531 0.440
N -0.78704 1.04001 0.29356 -0.1349 0.1510 0.7254 -0.647
H 3.02162 -0.07146 0.61033 0.3555 -0.0800 -0.1982 0.392
H 1.50334 -0.94094 0.58334 0.0268 0.0845 0.1774 -0.059
H 3.25319 1.03814 -1.65004 -0.0211 -0.1522 0.2852 0.422
H 1.98976 0.56304 -2.75585 0.1280 -0.0917 -0.0288 0.368
H 1.51403 1.83139 -0.00957 -0.3314 -0.1246 0.1191 0.346
H 0.88715 2.42231 -1.58674 -1.8601 -0.5149 0.3250 0.394
H -0.09004 -0.36244 -2.67544 0.0869 0.1335 0.1945 -0.389
H -2.20612 -1.42477 -2.30195 0.1912 -0.2046 1.0368 1.032
H -3.45199 -0.88511 -0.09424 -0.0555 0.0403 0.1279 0.624
H -2.40321 0.61014 1.33950 0.1944 0.4582 -0.0265 0.305
F -0.30126 3.36172 -1.69002 1.5227 0.4010 -1.5002 -0.713
Li -3.29234 -1.09882 -3.66408 -1.3705 0.2659 0.1862 0.571
Br -2.22153 3.87283 -0.40624 -0.3362 -1.7127 3.6806 0.362
O -2.09384 -0.79385 -5.84717 -2.7881 0.0881 -0.3462 -0.596
H -1.67944 0.15609 -6.07476 -1.7313 1.9464 -0.5919 0.067
H -1.36596 -1.47106 -5.52757 -3.4999 -3.0934 1.1670 0.120
H -2.61709 -1.17049 -6.64110 -0.1792 -0.1577 -0.2209 0.290
F -2.28450 2.93588 1.45436 -0.6364 1.6232 -2.4887 -0.489
Al 2.58042 3.05751 -1.76347 0.4071 1.9949 -0.2430 0.315
C 1.66318 -0.40139 4.26364 -0.0003 -0.1524 0.2217 -0.351
Br 3.47216 0.11874 3.85149 -0.0946 0.0099 -0.0632 -0.039
Br 1.09902 0.25210 5.97544 0.1828 0.1059 -0.1711 -0.017
Br 0.44210 0.12390 2.86184 0.1028 0.1800 0.2243 0.066
H 1.64746 -1.48114 4.31138 0.0027 -0.0058 -0.0387 0.421
Cl -5.00769 -0.75442 -1.68526 0.5634 -0.1449 -1.1098 -0.711
C -1.90344 0.07946 7.64690 0.0403 0.2200 0.2554 0.826
O -1.42611 0.90872 8.40574 0.0367 -0.0082 -0.0583 -0.328
O -1.42053 -1.05150 7.41488 -0.2826 -0.1108 -0.0615 -0.235
O -2.94907 0.22619 6.97439 0.0578 -0.1848 -0.0764 -0.259
Cs 0.31885 -0.66776 -5.68344 8.1728 1.2068 -0.2889 0.639
```
Positions in Å, forces in eV/Å.



This record from the OMol25 dataset describes a molecular structure, C10H14AlBrNO4. The level of theory is wB97M-V/def2-TZVPD.

Output
Multiplicity: 1
Total charge: -1
Max |F|, hartree/bohr: 0.0614
Energy, eV: -96918.0776
Gap between HOMO and LUMO, eV: 8.18
HOMO level, eV: -5.698

```
31
Properties=species:S:1:pos:R:3:forces:R:3:mulliken_charge:R:1
O 0.87897 -1.59589 5.03403 0.5078 0.4371 0.2627 -0.470
C -0.24462 -1.74560 4.71766 -0.0855 -2.4167 -0.2586 0.446
Br -1.38865 -0.09252 4.76494 -0.3458 -0.0453 -0.1848 -0.321
C -0.86868 -3.08889 4.31390 -0.4214 1.8775 0.1760 -0.699
Al 0.07647 -3.80582 2.59990 0.3180 0.5904 -0.0165 0.177
C 0.71076 -2.13545 1.58690 0.8963 -0.1034 -0.4090 0.332
C 2.08764 -1.99935 1.17664 -2.0841 2.3333 -0.4357 -0.458
C 2.35228 -0.74651 0.51719 -0.1880 -1.3214 0.6384 -0.440
C 1.30972 0.18113 0.33367 0.9367 1.5496 -0.9311 -0.209
N -0.00049 0.10753 0.65118 1.9264 -2.1989 0.6527 -0.532
C -0.20319 -1.08261 1.27045 -0.9463 -0.5579 0.4195 -0.338
H -0.64262 -3.81029 5.12659 -0.2597 0.4528 -0.4226 0.306
H -1.95113 -2.91935 4.13661 0.5851 -0.4427 0.3367 0.339
H 1.40444 -4.59174 3.05531 0.0768 -0.1037 0.0245 -0.306
H -0.92886 -4.71728 1.74454 -0.1807 -0.0273 -0.0068 -0.305
H 2.86201 -2.75451 1.37885 -0.5042 0.4052 -0.1201 0.388
H 3.37008 -0.50767 0.15442 -0.7462 0.0336 0.2206 0.315
H 1.60231 1.14208 -0.15189 -0.1671 -0.7030 0.3128 0.393
H -1.25974 -1.25805 1.58056 0.7456 0.2240 -0.2301 0.401
C -1.57281 4.81062 -4.79879 -0.0479 0.2511 -0.0846 -0.628
O -1.66842 3.41214 -4.54520 0.0095 -0.0064 -0.0044 -0.324
C -0.76426 2.95120 -3.66633 -0.0103 -0.3253 0.1212 0.772
O 0.07600 3.61143 -3.11103 -0.1193 0.0404 -0.1653 -0.546
O -0.96099 1.64280 -3.52024 -0.0410 0.2316 -0.1971 -0.329
C -0.06112 1.00784 -2.60170 0.2286 -0.2144 0.2782 -0.623
H -2.34821 5.06599 -5.51896 -0.0309 -0.2395 0.0320 0.214
H -1.74433 5.38060 -3.88525 0.1651 -0.0272 -0.0136 0.290
H -0.60203 5.05913 -5.22888 0.0136 0.0171 0.1655 0.286
H -0.17381 1.42346 -1.60271 0.0199 0.0308 -0.0908 0.278
H 0.96912 1.10430 -2.94615 -0.0540 0.1444 0.0448 0.308
H -0.31586 -0.04874 -2.56621 -0.1971 0.1141 -0.1144 0.281
```
Positions in Å, forces in eV/Å.



This record from the OMol25 dataset describes a molecular structure, C10H14AsBaF6N8S. The level of theory is wB97M-V/def2-TZVPD.

Output
Multiplicity: 2
Total charge: +2
Max |F|, hartree/bohr: 0.0042
Energy, eV: -111184.5371
ΔE to the lowest compared entry with this formula, charge and spin, kcal/mol: 0.4
Gap between HOMO and LUMO (spin up / spin down), eV: 9.54 / 6.39
HOMO level (spin up / spin down), eV: -14.987 / -14.987
<S²>: 0.753

```
41
Properties=species:S:1:pos:R:3:forces:R:3:lowdin_spin:R:1
Ba 1.11028 -1.02481 -0.35695 0.1387 0.0969 -0.1370 0.000
N -1.74814 -2.25457 -1.92075 0.0008 0.0098 0.0016 0.000
C -1.49599 -3.29039 -1.03448 0.0301 -0.0244 0.0199 0.000
N -1.96956 -4.48230 -1.29414 0.0016 0.0003 0.0057 0.000
C -1.65772 -5.42168 -0.37823 -0.0097 -0.0100 0.0013 0.000
N -2.10454 -6.65070 -0.57671 -0.0027 0.0010 0.0041 0.000
N -0.91936 -5.19385 0.73518 -0.0104 0.0070 -0.0133 0.000
C -0.46802 -3.97373 0.86161 0.0630 -0.0288 0.0215 0.000
N -0.70777 -2.96240 0.00693 -0.1240 -0.0218 0.0234 0.000
C 0.43332 -3.66783 2.00958 0.0255 -0.0097 -0.0307 0.000
C 0.53521 -4.53306 3.08174 -0.0284 0.0133 0.0104 0.000
C 1.39768 -4.20577 4.11941 0.0013 -0.0071 0.0059 0.000
C 2.13385 -3.03758 4.03767 -0.0143 0.0030 0.0116 0.000
C 1.97977 -2.23495 2.91829 0.0295 0.0191 0.0181 0.000
N 1.14729 -2.53156 1.91843 0.0224 -0.0915 0.0963 0.000
H -2.32997 -2.54951 -2.69509 0.0028 -0.0008 -0.0139 0.000
H -2.14000 -1.43805 -1.46950 -0.0085 0.0118 -0.0002 0.000
H -2.66370 -6.85544 -1.38773 -0.0006 -0.0017 0.0016 0.000
H -1.90013 -7.37246 0.09337 0.0012 -0.0015 0.0027 0.000
H -0.05460 -5.43749 3.09131 0.0018 -0.0024 0.0053 0.000
H 1.49261 -4.85811 4.97667 0.0023 -0.0024 0.0018 0.000
H 2.81855 -2.74476 4.82045 0.0011 -0.0021 0.0020 0.000
H 2.54988 -1.31654 2.82242 -0.0065 0.0021 0.0029 0.000
F 0.61015 1.47873 0.37416 -0.1047 -0.0172 -0.0397 0.000
As 2.22142 2.21168 0.08449 -0.0107 0.0674 0.0615 0.001
F 2.13415 2.96926 1.59505 0.0249 0.0170 -0.0084 0.001
F 2.85035 0.71958 0.80769 -0.0391 -0.0595 -0.0703 0.000
F 3.76844 2.76897 -0.28919 -0.0018 -0.0062 -0.0051 0.001
F 1.43856 3.54312 -0.71081 -0.0214 0.0157 -0.0112 0.032
F 2.14456 1.29705 -1.43982 -0.0026 -0.0214 0.0415 0.001
C -1.70338 7.83650 -2.53956 -0.0020 -0.0068 0.0005 0.005
N -1.33110 6.50498 -3.02145 0.0290 0.0144 -0.0123 0.026
C -0.58174 5.66199 -2.34107 0.0391 -0.0134 0.0362 0.083
N -0.04463 5.98689 -1.18027 -0.0051 -0.0046 -0.0048 0.018
S -0.31269 4.06760 -2.98052 -0.0337 0.0720 -0.0474 0.817
H -2.42983 8.25432 -3.22874 0.0060 -0.0001 0.0003 0.000
H -0.83434 8.49438 -2.50777 0.0033 -0.0013 0.0039 0.001
H -2.16426 7.76547 -1.55458 0.0038 -0.0016 0.0013 0.000
H -1.62166 6.23542 -3.94850 -0.0066 -0.0091 0.0058 0.008
H -0.08630 6.93249 -0.83173 0.0006 -0.0032 0.0050 0.002
H 0.50338 5.30909 -0.66688 0.0040 -0.0021 0.0023 0.004
```
Positions in Å, forces in eV/Å.